Below is a 22-piece molecular cluster, C66H154N22O22 overall, with properties calculated with the ωB97M-V functional and the def2-TZVPD basis.

```
264
Properties=species:S:1:pos:R:3:forces:R:3
C 0.198945 1.561019 6.969800 -0.741 0.435 0.990
O 1.186123 2.174373 6.675010 1.718 0.632 -1.346
N -0.098686 1.252201 8.230204 -1.820 -1.686 0.969
C -1.458416 0.642716 8.482388 1.072 0.992 2.003
C 0.800210 1.406742 9.441862 -1.050 0.498 -2.634
H -0.635276 1.311188 6.296109 0.184 -0.139 -0.388
H -1.409169 -0.324648 8.982277 0.248 -0.339 -0.580
H -2.229342 0.642872 7.711819 0.767 0.004 -0.424
H -1.830050 1.271636 9.291364 -0.537 0.179 0.063
H 0.937053 0.390767 9.812238 0.096 0.428 0.644
H 1.714486 1.875411 9.077774 0.146 -0.429 -0.009
H 0.330092 2.174101 10.056878 -0.067 -0.615 0.634
C 2.452489 -6.147755 5.256852 2.016 1.207 1.184
O 3.272035 -5.992151 6.183622 -1.479 -0.428 -0.775
N 2.806220 -5.962183 3.972978 -0.836 -0.461 -1.324
C 1.882079 -6.357624 2.856104 1.362 0.803 1.052
C 4.198966 -5.656351 3.592057 -0.476 -0.404 0.397
H 1.378698 -6.294181 5.451163 0.084 -0.349 -0.186
H 1.751651 -5.481027 2.221535 -0.251 -0.106 0.035
H 0.957856 -6.750883 3.279505 0.143 0.210 -0.138
H 2.379333 -7.113323 2.248027 -0.068 -0.202 0.031
H 4.573519 -6.524202 3.049227 0.288 -0.014 0.022
H 4.286321 -4.790907 2.935191 -0.369 0.008 0.072
H 4.766968 -5.496118 4.508458 -0.034 -0.088 -0.172
C -3.315186 5.826488 3.872996 -0.296 0.667 -1.336
O -4.257916 6.548197 3.522943 1.252 -1.213 0.920
N -2.305062 5.422928 3.049787 -0.807 -0.127 0.783
C -1.211587 4.584770 3.530694 -0.664 0.135 -0.864
C -2.249301 5.896843 1.683974 0.152 1.093 0.667
H -3.133226 5.414260 4.877563 -0.472 0.200 0.251
H -1.064068 3.907398 2.689556 0.310 -0.591 0.459
H -1.500077 4.059465 4.441147 0.095 -0.083 -0.164
H -0.277169 5.125940 3.679344 -0.011 0.233 0.115
H -1.276928 6.387188 1.637399 0.115 -0.041 -0.838
H -2.411132 5.160716 0.896555 0.198 -0.226 0.235
H -3.003042 6.679132 1.594587 0.021 -0.123 -0.171
C -0.060483 -0.065062 1.150378 0.980 -2.342 -0.745
O 0.230752 -0.853050 2.073579 -0.510 1.760 -1.463
N 0.478177 -0.157817 -0.134100 -1.396 1.446 0.663
C 0.106095 0.844653 -1.160111 -0.653 -0.457 -0.014
C 1.463727 -1.154229 -0.483601 0.346 0.548 0.169
H -0.868075 0.682417 1.186065 0.247 0.152 0.291
H -0.748633 1.462636 -0.885091 0.204 0.072 0.863
H -0.331934 0.413654 -2.060374 0.467 -0.669 -0.187
H 0.918414 1.497735 -1.479080 0.261 -0.212 0.272
H 1.071462 -2.007415 -1.037024 -0.337 -0.201 0.331
H 2.175026 -0.697183 -1.171546 0.284 0.126 0.149
H 1.951607 -1.436813 0.449266 0.049 -0.383 -0.287
C -3.532996 2.316226 5.914681 -1.294 0.452 0.878
O -3.291249 1.689602 4.913385 0.254 -0.329 -0.552
N -4.594861 2.141680 6.749912 -2.046 -0.286 -0.158
C -4.742782 2.965167 7.960243 0.034 -1.308 0.661
C -5.803863 1.271368 6.389593 1.400 0.205 -1.052
H -2.968395 3.184350 6.288542 0.602 -0.123 -0.141
H -4.973054 2.226265 8.727775 -0.195 0.153 0.343
H -5.543422 3.704168 7.991078 0.006 0.025 -0.632
H -3.815047 3.409687 8.320528 0.133 0.094 -0.578
H -6.683751 1.800965 6.024308 0.115 0.784 0.590
H -5.548517 0.711096 5.490155 0.514 -0.092 0.102
H -6.127672 0.520774 7.110607 0.477 0.420 0.534
C -1.111552 6.153775 -1.957537 0.355 -1.919 -1.766
O -1.885224 6.964936 -1.527188 -0.491 0.012 0.809
N -1.258973 4.783524 -2.116591 -0.840 0.959 0.154
C -2.417848 3.988056 -1.685031 -0.035 0.495 0.424
C -0.323881 3.939650 -2.880579 -0.949 -0.281 1.295
H -0.161132 6.409422 -2.451031 0.280 0.401 0.245
H -2.807695 3.325564 -2.457829 0.595 -0.170 -0.235
H -3.315296 4.532872 -1.392011 0.445 0.777 0.062
H -2.114857 3.400198 -0.818584 -0.123 -0.359 -0.014
H -0.907116 3.543791 -3.711988 0.707 0.157 -0.531
H 0.651925 4.377120 -3.091619 -0.379 0.236 -0.237
H -0.177236 3.107496 -2.192021 0.498 -0.215 -0.324
C 1.711344 0.378943 -4.810589 -0.137 0.808 1.466
O 0.594020 0.865571 -4.857400 -0.208 -0.324 -0.648
N 2.353300 -0.376015 -5.696216 -0.206 -0.273 -0.091
C 3.667974 -0.878384 -5.375453 0.625 -0.157 -0.024
C 1.706253 -0.922999 -6.861872 -0.013 -0.423 -0.375
H 2.343259 0.552628 -3.925881 0.104 0.147 0.101
H 3.647723 -1.962726 -5.266371 0.035 -0.085 -0.110
H 4.093416 -0.452933 -4.466554 -0.554 0.120 0.246
H 4.399751 -0.586393 -6.128683 -0.092 -0.206 -0.437
H 1.655875 -2.010135 -6.800898 0.417 -0.204 0.082
H 0.657079 -0.648461 -6.971254 0.332 0.700 0.169
H 2.303344 -0.637907 -7.728077 -0.287 -0.091 -0.307
C 4.140084 -3.138381 0.514239 -0.369 -0.620 -1.481
O 3.365226 -4.078692 0.684233 0.378 0.476 0.418
N 4.392787 -2.624356 -0.728466 -0.945 -0.992 0.932
C 5.298251 -1.483359 -0.851675 -0.635 -0.668 -1.346
C 3.945977 -3.342498 -1.964243 1.428 1.047 -0.561
H 4.740706 -2.657098 1.301526 -0.262 -0.023 0.163
H 6.126564 -1.807231 -1.481841 0.516 0.080 0.206
H 5.634033 -1.096869 0.110601 -0.124 -0.118 -0.077
H 4.781900 -0.735132 -1.453040 0.070 0.470 0.317
H 3.414782 -2.738911 -2.700180 -0.444 0.566 0.508
H 4.884103 -3.499033 -2.496705 0.201 -0.479 -0.169
H 3.417057 -4.295500 -1.952488 0.161 0.240 1.164
C 5.129457 2.349853 -3.176498 0.301 -0.579 0.778
O 4.537207 1.429770 -2.591247 1.035 1.019 -0.893
N 6.482425 2.440297 -3.380840 -0.572 0.792 -0.308
C 7.102094 3.649420 -3.993631 -0.275 0.159 0.830
C 7.449196 1.466020 -2.912749 0.456 0.321 -0.182
H 4.604473 3.245228 -3.543768 -0.036 -0.195 -0.025
H 7.428720 4.364001 -3.238123 -0.031 -0.145 0.475
H 6.426937 4.253070 -4.600149 -0.195 -0.588 -0.275
H 8.031436 3.431046 -4.519701 -0.373 -0.485 -0.362
H 7.037435 0.661198 -2.303802 -0.258 0.144 -0.339
H 7.991058 1.117118 -3.791804 -0.076 -0.571 0.043
H 8.210595 1.984570 -2.330106 -0.030 0.068 0.329
C 5.128696 -0.734554 3.429580 2.222 -0.633 0.992
O 5.724759 -1.818487 3.305693 -0.832 1.041 -0.580
N 3.939610 -0.596554 3.993445 -2.093 -0.411 0.256
C 3.144238 -1.850493 4.131397 0.184 -0.115 -0.729
C 3.232426 0.695503 4.091133 -0.286 -0.516 -0.259
H 5.644181 0.228344 3.290605 -0.071 -0.099 -0.451
H 2.780317 -2.143748 3.146688 -0.266 0.139 -0.164
H 2.278583 -1.820463 4.793091 0.390 0.642 -0.144
H 3.767842 -2.697283 4.418039 0.258 0.428 0.183
H 2.798502 0.791713 5.086398 0.146 0.241 -0.030
H 3.828462 1.566322 3.818170 0.670 -0.331 0.467
H 2.421358 0.773924 3.367172 -0.294 -0.596 0.112
C 1.047519 3.817470 -6.776468 -3.430 1.209 0.748
O 0.109663 4.521477 -6.312056 1.955 -1.952 -1.286
N 2.303973 3.949963 -6.455296 2.219 -0.082 0.087
C 2.732093 4.881938 -5.400358 0.941 -0.950 -0.730
C 3.311648 3.086504 -7.136913 0.124 -0.134 1.531
H 0.989837 2.970782 -7.477886 -1.051 0.194 -0.216
H 1.980770 5.548708 -4.977241 -0.198 -0.296 -0.662
H 3.547758 5.418832 -5.884662 0.137 0.483 0.604
H 3.111488 4.237767 -4.607135 0.188 0.320 0.282
H 3.970797 2.584345 -6.428781 -0.082 0.172 0.795
H 2.840474 2.209163 -7.580038 -0.259 0.531 -0.557
H 4.051312 3.583488 -7.764617 -0.669 0.414 -0.507
C 1.041545 -4.748716 -4.155233 0.413 -0.100 -0.218
O 1.859870 -3.983504 -4.637053 -0.258 0.139 -0.336
N 0.147936 -5.512794 -4.818625 -0.662 -0.972 0.515
C -0.685391 -6.497504 -4.041302 -0.398 1.525 -1.189
C -0.032750 -5.511409 -6.283384 0.714 -0.356 0.530
H 1.012513 -4.896480 -3.064585 -0.208 -0.115 0.050
H -0.557739 -7.544635 -4.315740 0.588 0.101 0.028
H -1.698827 -6.237278 -4.346798 -0.322 -0.235 0.299
H -0.614099 -6.321664 -2.967941 0.261 -0.116 -0.154
H 0.464356 -6.389350 -6.695925 0.091 -0.090 -0.084
H -1.080749 -5.597784 -6.570334 -0.062 0.281 0.281
H 0.436516 -4.638730 -6.737618 -0.151 0.045 0.262
C -3.272254 -1.523316 -7.827083 -3.157 -0.678 -1.692
O -4.380528 -1.580099 -8.402645 2.240 0.218 0.905
N -2.873578 -2.426691 -6.915959 0.442 0.948 0.134
C -1.782655 -2.012949 -6.060881 1.606 -1.184 -0.389
C -3.664458 -3.575774 -6.521518 -0.468 0.627 0.766
H -2.513976 -0.770764 -8.093311 -0.120 0.097 0.245
H -0.957615 -2.666407 -6.344422 0.422 -0.381 0.594
H -1.943354 -2.112050 -4.987353 -0.421 0.107 -0.072
H -1.337356 -1.041567 -6.275857 -0.850 0.296 -0.010
H -4.309437 -3.245921 -5.707087 -0.404 -0.081 -0.016
H -4.301075 -3.978111 -7.309519 0.389 0.218 -0.157
H -3.022742 -4.333311 -6.071582 0.224 -0.114 -0.390
C 1.651556 -3.924890 8.373891 -5.115 0.554 -0.482
O 0.386666 -3.917184 8.599149 3.730 -0.440 -0.037
N 2.209283 -2.896884 7.710048 0.229 -1.330 1.662
C 3.615570 -3.079210 7.418263 0.579 0.629 0.312
C 1.500508 -1.665435 7.414730 1.161 0.288 -1.375
H 2.303708 -4.796950 8.536400 -0.241 0.262 0.212
H 3.851342 -3.166762 6.357678 -0.138 -0.039 0.158
H 3.945022 -3.975698 7.943497 -0.016 -0.037 -0.397
H 4.205911 -2.273818 7.855226 0.042 0.321 -0.155
H 2.163446 -0.837760 7.666865 0.097 0.164 -0.023
H 1.456573 -1.718030 6.326893 -0.567 0.780 -0.004
H 0.513041 -1.400952 7.792966 0.206 -1.110 0.479
C 6.635359 2.257759 0.550789 1.003 0.534 1.303
O 6.572407 1.350213 1.373126 -0.122 0.719 -0.965
N 7.564194 3.288458 0.620414 -1.575 -1.059 -1.913
C 8.459457 3.443185 1.681087 0.968 0.025 2.219
C 7.607257 4.325768 -0.396432 -0.186 0.530 0.794
H 5.921039 2.400931 -0.274703 0.090 -0.206 -0.114
H 9.503176 3.198291 1.484179 0.073 -0.032 -0.456
H 8.192780 2.849795 2.555657 -0.280 -0.323 -0.289
H 8.431843 4.465323 2.058664 0.055 0.273 -0.205
H 6.714544 4.304244 -1.021496 0.160 -0.124 -0.087
H 7.627393 5.270329 0.147152 -0.349 0.288 -0.071
H 8.532835 4.378141 -0.969724 0.033 -0.631 -0.271
C -3.080566 -6.750683 0.959445 0.589 0.818 -0.782
O -3.385195 -6.181732 -0.112295 0.468 -1.398 2.383
N -1.848682 -6.745146 1.545157 0.001 0.799 -2.124
C -1.488877 -7.575552 2.682868 -0.269 0.568 -0.002
C -0.734053 -6.040820 0.831090 -0.686 0.197 1.524
H -3.722393 -7.303195 1.663002 -0.826 0.003 -0.648
H -0.694159 -8.265628 2.399434 0.133 0.062 0.187
H -2.318168 -8.160140 3.081163 -0.227 0.060 -0.413
H -1.203469 -6.904238 3.492797 0.414 -0.224 0.122
H -0.260504 -5.419231 1.591005 0.557 -0.466 0.059
H -0.065542 -6.779582 0.389003 0.145 0.288 -0.072
H -1.054721 -5.252907 0.149580 -0.574 -0.776 -0.381
C -7.468532 3.144404 -3.799840 -0.661 0.874 -1.106
O -8.578039 3.270942 -4.297196 0.336 -0.866 0.487
N -6.704210 2.035122 -3.699498 0.600 0.642 -0.177
C -7.156260 0.699523 -3.985804 -0.607 -1.314 -0.259
C -5.325257 2.149247 -3.218822 -0.146 -1.013 -0.058
H -6.963817 4.072380 -3.489458 0.408 -0.214 0.357
H -6.465225 0.026934 -4.493916 0.981 0.567 0.324
H -7.988789 0.567044 -4.676781 -0.460 1.084 0.323
H -7.411578 0.192836 -3.055114 -0.119 -0.096 0.113
H -4.966647 3.159536 -3.021831 -0.564 0.069 -0.061
H -5.212238 1.527483 -2.330712 0.118 0.163 0.269
H -4.658310 1.701628 -3.955650 -0.083 0.062 -0.040
C -3.067257 2.461837 -8.259416 -3.934 1.539 -0.774
O -3.780807 2.742521 -9.250554 2.585 -0.756 1.653
N -3.679759 2.202785 -7.045854 0.278 -0.587 0.203
C -2.933142 1.498247 -6.056638 0.540 -0.387 0.805
C -5.108846 2.048023 -6.892883 -1.438 -0.012 -1.599
H -1.983764 2.608593 -8.130134 -0.003 -0.351 -0.484
H -3.122117 1.842543 -5.039854 0.249 0.594 -0.105
H -1.865541 1.553830 -6.269327 0.054 -0.021 0.176
H -3.245765 0.456767 -5.981366 0.046 -0.354 -0.351
H -5.606550 2.504913 -7.748245 0.174 0.521 0.142
H -5.512113 1.040477 -6.994535 0.795 -0.730 0.032
H -5.605137 2.387278 -5.983659 0.859 0.611 0.205
C -4.143990 0.896033 0.731143 1.395 0.169 0.298
O -3.521061 0.945828 -0.318166 -0.259 -0.224 -0.338
N -4.951261 1.844708 1.193463 -0.722 -0.288 -0.690
C -5.531106 2.876903 0.389608 0.225 1.356 0.102
C -5.763602 1.689955 2.359392 1.130 -0.501 1.470
H -3.918779 0.131863 1.491090 -0.226 -0.275 0.001
H -5.590733 3.676912 1.127530 -0.477 0.559 -0.510
H -6.539736 2.587623 0.094519 -0.024 0.146 -0.327
H -4.939097 3.284651 -0.429767 0.051 -0.705 -0.039
H -5.876453 2.697868 2.758751 -0.679 -0.197 0.126
H -6.688762 1.137540 2.195048 -0.207 0.332 -0.078
H -5.166447 1.188583 3.121059 -0.094 -0.321 0.087
C -4.265025 -1.809716 -2.573034 -0.085 0.244 -0.210
O -4.774195 -1.664902 -3.681103 0.597 -0.207 0.594
N -3.654285 -2.918147 -2.093853 -1.699 1.854 -0.916
C -3.418747 -4.027721 -2.911336 1.521 -0.886 -1.781
C -3.438911 -3.126748 -0.720351 0.920 -0.677 0.942
H -4.178448 -1.004635 -1.827013 -0.358 0.211 -0.071
H -3.539392 -3.737152 -3.954942 -0.444 -0.127 0.253
H -3.886070 -4.991965 -2.711513 -0.591 0.304 0.382
H -2.348389 -4.218481 -2.833575 0.380 -0.378 0.068
H -3.366396 -2.263251 -0.059136 -0.385 0.374 -0.501
H -4.195579 -3.835037 -0.382905 0.324 -0.093 0.541
H -2.443508 -3.570805 -0.729975 -0.004 -0.480 0.878
C -3.824706 -1.737653 6.660944 1.623 0.970 0.250
O -3.370641 -1.644056 7.809223 -1.315 -0.467 -1.335
N -3.030423 -1.955196 5.562933 -0.697 0.156 1.660
C -1.588448 -2.130144 5.873400 0.093 1.133 -1.933
C -3.497010 -1.587123 4.218839 1.267 -0.633 -0.547
H -4.861955 -1.512575 6.368252 -0.106 -0.264 0.298
H -1.134377 -1.189763 5.560967 0.300 0.419 0.334
H -1.119631 -2.798210 5.150918 -0.254 -0.620 0.250
H -1.298537 -2.329804 6.904998 -0.764 -0.326 -0.214
H -2.877278 -0.842017 3.719997 0.558 0.238 0.523
H -3.371039 -2.468133 3.589510 -0.488 -0.109 -0.202
H -4.483625 -1.140122 4.096859 -0.261 -0.531 0.843
C 2.818814 3.272038 -0.451279 -1.127 1.234 -0.455
O 3.036044 4.051306 -1.349664 0.650 0.446 -0.954
N 1.809684 3.502003 0.439785 1.251 -1.272 2.525
C 0.996697 4.707250 0.613615 -1.134 -0.671 -1.270
C 1.936621 2.749728 1.711310 -0.521 -0.565 -0.125
H 3.365895 2.317357 -0.412784 -0.265 -0.081 0.566
H 0.866922 5.232262 -0.332749 0.460 0.092 0.141
H 1.148747 5.396658 1.444100 1.099 -0.142 -0.011
H 0.002914 4.313908 0.827588 -0.223 -0.010 -0.069
H 2.205342 1.696239 1.633568 0.100 0.006 -0.959
H 2.688833 3.124909 2.405228 -0.174 0.652 0.012
H 0.956899 2.690479 2.185384 0.034 0.363 0.212
```
Positions in Å, forces in eV/Å.

Output
HOMO (eV): -8.59
Molar mass (g/mol): 1608.1
HOMO-LUMO gap (eV): 8.57
Energy relative to the best compared isomer or geometry (same formula, charge and spin) (kcal per mole): 351.1

Atomic partial charges in e from the Löwdin method, atoms 1 to 8: number 1, C, carries -0.404; number 2, O, carries 0.004; number 3, N, carries -0.164; number 4, C, carries -0.044; number 5, C, carries 0.002; number 6, H, carries 0.124; number 7, H, carries 0.081; number 8, H, carries 0.061